Below is 2 unconnected molecules or ions with the total composition C6H12O, with properties calculated with ωB97M-V with the def2-TZVPD basis set.

- HOMO-LUMO gap: 0.396 hartree
- HOMO level: -9.682 eV
- Net charge: 0
- LUMO level: 1.09 eV
- ΔE to the lowest compared entry with this formula, charge and spin: 51.8 kcal/mol

The geometry in XYZ format:
```
19
Properties=species:S:1:pos:R:3:mulliken_charge:R:1
C 1.0569 -1.4251 0.0822 -0.7600
H 1.9843 -1.9836 -0.0014 0.2678
H 2.0831 0.5198 0.1971 0.3677
H 0.2621 -1.9559 0.5997 0.1901
O -1.0152 -1.1039 -2.6645 -0.5015
H -0.7135 2.2066 -0.2471 0.2687
H -0.8507 2.6825 1.4545 0.3644
H 1.4150 -0.5451 -1.9050 0.4130
C -0.2029 2.1887 0.7225 -1.1466
H 0.7111 2.7856 0.6262 0.3211
C -0.7078 -0.5378 -1.6399 -0.4388
H 0.5690 0.7667 2.1520 0.3434
H -2.0652 -2.2609 -0.1976 0.0746
C 0.1230 0.7592 1.1484 -0.4916
H -1.4694 0.0378 -1.0739 0.4384
H -2.1556 -1.8170 0.3911 -0.0633
H -0.8021 0.1734 1.2401 0.1716
C 1.0955 0.0611 0.2174 -0.0193
C 0.6825 -0.5521 -1.1020 0.2003
```